Record 1
# C28H39BF15NO10

6 unconnected molecules or ions with the total composition C28H39BF15NO10 at a distorted geometry (ωB97M-V with the def2-TZVPD basis set, the OMol25 dataset).

The geometry in XYZ format:
```
94
Properties=species:S:1:pos:R:3:forces:R:3
F 4.260237 3.218388 -5.115666 -0.01 0.03 -0.13
F 6.069422 3.513614 -3.962485 0.06 0.01 -0.06
F -3.552082 1.899779 -2.882792 -0.07 0.02 0.05
F -8.302064 5.089545 9.690387 -0.07 0.07 0.01
F -9.079715 3.141036 9.154315 -0.10 0.01 0.01
F -8.473853 4.522683 7.603274 -0.09 0.03 -0.02
F -2.104494 -0.730597 4.532037 0.06 0.03 0.11
F 5.434762 1.509154 -4.498315 0.03 0.01 -0.08
F -2.486054 0.621461 -1.495406 0.00 -0.01 0.08
F 6.509035 -6.833747 -6.667874 0.07 -0.06 -0.03
F -1.430189 1.332331 4.409720 0.07 -0.05 0.06
F 6.970585 -5.099331 -7.876472 0.09 -0.02 -0.06
F -4.005527 -0.212350 -2.793973 -0.06 -0.03 0.06
F -3.391624 0.876505 5.196380 -0.05 -0.07 0.04
F 7.596169 -5.166570 -5.804590 0.09 -0.03 0.01
O -1.144472 1.434282 -3.883129 -0.06 -0.04 0.08
O 4.828896 1.902579 -1.949864 0.03 0.10 -0.12
O -6.505372 2.462663 9.440386 0.01 -0.07 0.03
O 4.824315 -5.446190 -5.165046 0.04 -0.01 0.02
O -1.879416 -0.647612 -4.369527 -0.01 -0.09 -0.05
O 4.847167 -3.880940 -6.792752 -0.03 0.04 -0.04
O -5.925354 4.323116 8.298931 -0.03 0.03 0.00
O -3.682556 1.766703 2.705723 0.04 -0.04 0.02
O -2.833866 -0.216204 2.022303 0.01 -0.02 -0.07
O 3.160532 3.239734 -2.676211 -0.16 0.06 -0.03
N 1.228612 -1.921684 -0.392439 0.43 -0.02 -0.73
C 2.224298 -0.803210 2.941335 -0.45 0.54 0.45
C 4.191809 2.656091 -2.828723 0.14 -0.16 0.11
C 1.359891 -1.449177 -1.660711 0.15 -0.23 -1.51
C -4.536101 3.928159 8.298907 0.35 -0.03 -0.01
C -8.192854 4.071142 8.828468 0.14 -0.10 0.00
C -6.763794 3.492765 8.894462 0.03 0.06 -0.02
C -4.179783 2.064239 1.377723 -0.14 0.10 -0.32
C 6.624630 -5.503601 -6.661880 -0.16 0.08 0.00
C 2.283003 -2.191728 -2.385745 -0.14 -0.68 1.76
C -3.041059 0.622163 2.849592 0.02 0.15 -0.08
C -4.250225 2.924179 7.204965 -0.23 0.05 0.01
C 0.331974 -1.324408 0.586488 -0.23 -0.21 -0.09
C 5.304125 -4.831245 -6.231508 0.00 -0.01 0.06
C -2.487722 0.516190 4.284483 -0.08 -0.03 -0.07
C 3.087902 0.749699 -0.696733 0.25 0.08 -0.15
C 2.394120 -5.411997 -5.398681 0.11 -0.05 -0.17
C 0.245620 -2.040464 1.932291 -0.09 0.35 0.24
C 2.085365 -2.968505 -0.269374 1.04 -0.70 -0.31
C 3.595345 -4.911334 -4.628471 -0.37 0.05 0.23
C -5.480993 1.346499 1.099885 0.01 -0.12 0.18
C -3.029219 0.680152 -2.722268 0.02 0.01 -0.10
C 5.005997 2.720357 -4.137903 -0.07 -0.04 0.16
C -1.948895 0.389737 -3.783840 0.10 0.11 0.01
C 0.722658 -1.121324 3.049572 0.18 -0.53 -0.14
C -0.518732 1.594442 -6.238690 -0.19 -0.01 0.04
C -0.056600 1.311736 -4.827361 0.34 0.08 -0.19
C 2.779473 -3.181938 -1.459119 -1.34 1.10 0.38
C 4.200833 1.771956 -0.656939 -0.16 -0.05 0.42
B 2.575664 0.695306 2.746129 0.19 0.14 -0.23
H 0.823411 -2.956700 1.962089 0.04 -0.16 -0.12
H 3.560691 -5.257181 -3.598876 0.12 -0.08 -0.02
H -4.553667 3.322753 6.236906 0.06 0.01 -0.02
H 0.333585 1.572672 -6.916402 0.03 0.00 0.01
H -3.988529 4.853490 8.136930 -0.08 0.05 -0.02
H 0.815355 -0.597600 -2.026965 -0.30 0.07 0.22
H 3.491460 -3.969072 -1.601596 0.21 -0.07 -0.12
H 1.748690 1.480888 2.384229 -0.04 0.02 0.06
H 0.675619 2.045644 -4.498769 -0.05 0.05 0.07
H -1.242206 0.851575 -6.571678 0.03 -0.04 0.00
H -0.658775 -1.286561 0.143301 -0.12 0.01 -0.14
H 0.511928 -1.598844 4.002204 -0.05 -0.01 0.18
H 3.680812 1.111344 2.933992 0.01 -0.07 -0.03
H 3.648416 -3.824417 -4.616617 0.08 0.01 -0.12
H -4.274917 3.541193 9.282678 -0.09 -0.05 0.02
H -5.866435 1.648366 0.126924 0.01 0.03 -0.02
H 2.279357 1.070966 -1.352514 0.06 0.08 0.07
H 0.634030 -0.290306 0.736234 0.12 0.15 0.04
H 3.841783 2.747229 -0.331550 0.00 0.05 -0.09
H -4.316572 3.142683 1.368992 0.02 0.01 0.13
H -3.185626 2.703196 7.172792 0.05 0.01 0.01
H -5.341446 0.266393 1.094247 0.04 0.00 -0.05
H 2.676897 0.611607 0.303069 0.00 0.02 0.02
H 2.381725 -6.501880 -5.414238 -0.03 0.00 0.06
H 2.412310 -5.058179 -6.428794 -0.01 0.06 0.02
H 0.126479 -0.216441 3.011605 -0.06 0.26 0.07
H 2.729494 -1.109402 3.859082 0.22 -0.22 0.02
H -6.222018 1.590992 1.861236 -0.02 0.05 -0.04
H 2.582333 -2.079327 -3.407569 -0.06 0.26 -0.23
H 0.382957 0.320160 -4.737008 -0.08 -0.09 0.02
H -4.790130 1.994373 7.375706 0.03 -0.02 0.04
H 5.000365 1.459639 0.010342 0.06 -0.02 -0.08
H 2.210756 -3.515524 0.643758 -0.13 -0.03 0.16
H -0.790015 -2.305935 2.116724 -0.16 -0.13 -0.01
H -0.985622 2.577709 -6.296629 0.06 0.03 0.00
H 1.478893 -5.056853 -4.926351 0.00 0.01 0.03
H 3.453505 -0.212941 -1.056650 0.04 0.09 0.10
H -3.416286 1.812700 0.643951 0.06 -0.11 0.07
H 2.691565 -1.382641 2.141944 0.23 -0.08 -0.11
```
Positions in Å, forces in eV/Å.

## Properties
SMILES: CCOC(=O)C(F)(F)F.CCOC(=O)C(F)(F)F.CCOC(=O)C(F)(F)F.CCOC(=O)C(F)(F)F.CCOC(=O)C(F)(F)F.BCCCCn1cccc1

---

Record 2
# C6H6Cl3P

A single C6H6Cl3P molecule at a distorted geometry (ωB97M-V with the def2-TZVPD basis set, the OMol25 dataset).

The geometry in XYZ format:
```
16
Properties=species:S:1:pos:R:3:forces:R:3
Cl 2.339926 2.443626 0.337622 0.49 -0.15 0.39
Cl 4.120255 -0.214582 -0.880331 1.14 -0.05 -1.26
Cl 2.103719 -2.105125 0.489496 0.11 -1.27 0.00
P 3.050761 -0.368500 0.786120 0.16 0.65 1.44
C 1.726809 0.757949 0.286216 -3.08 0.86 3.48
C -0.534127 -0.131413 1.400781 -0.53 0.33 2.05
C 0.487763 0.671442 1.615969 4.36 1.01 -1.60
C 0.964168 0.636800 -0.960103 0.21 -1.57 -2.59
C -0.675276 -0.900974 0.193978 -1.55 0.44 -0.40
C -0.010488 -0.595410 -0.918733 -0.21 0.53 0.07
H -0.164101 -1.305040 -1.741999 0.33 0.88 -0.14
H -1.264096 -0.280341 2.236814 0.54 0.19 -0.90
H 0.508650 1.673615 -1.062837 -0.13 -1.64 -0.52
H 0.923030 1.268080 2.469849 -1.31 -0.85 -0.83
H 1.724107 0.415369 -1.818499 -1.44 0.83 1.19
H -1.532278 -1.591792 0.234934 0.91 -0.20 -0.39
```
Positions in Å, forces in eV/Å.

## Properties
Energy relative to the best compared isomer or geometry (same formula, charge and spin) (kcal per mole): 21.6
SMILES: ClP(Cl)[C@]1(Cl)C=CC=CC1

---

Record 3
# C3H12N5

A gas-phase ion, C3H12N5 (charge +1) at a distorted geometry (ωB97M-V with the def2-TZVPD basis set, the OMol25 dataset).

The geometry in XYZ format:
```
20
Properties=species:S:1:pos:R:3:forces:R:3
N -0.281449 0.159411 -1.264845 -0.57 0.13 -0.88
N 0.628206 -0.617134 -0.565524 1.19 -0.21 0.90
N 1.762302 0.041897 0.586825 -0.45 -0.47 -0.16
N -1.057697 1.423241 0.575562 -0.19 0.21 0.37
N 2.691466 0.782064 0.043916 0.36 0.48 -0.43
C -1.577455 -0.983095 0.269984 0.02 0.22 -0.18
C -1.419107 0.395376 -0.386002 -0.04 -0.16 -0.12
C -0.148418 -1.538845 0.291536 -0.56 -0.29 0.40
H -1.997688 -0.906347 1.269277 -0.03 -0.02 0.01
H 1.256842 -1.112526 -1.204895 -0.14 0.22 0.12
H 3.521729 0.311230 -0.284605 -0.07 0.07 0.15
H 1.088932 0.616194 1.109919 0.02 0.02 -0.35
H 0.126738 0.993377 -1.676522 0.21 -0.11 0.11
H -1.620152 1.368960 1.418568 -0.05 0.01 -0.05
H 2.559213 1.752189 -0.216671 -0.12 -0.13 0.05
H -0.094192 -2.559511 -0.079681 0.09 0.08 -0.08
H -1.224230 2.345568 0.180296 0.09 -0.06 0.13
H 0.289448 -1.509504 1.290696 0.05 -0.06 -0.19
H -2.275784 0.648864 -1.023585 0.17 0.01 0.18
H -2.228709 -1.611416 -0.334244 0.01 0.07 0.02
```
Positions in Å, forces in eV/Å.

## Properties
Energy relative to the best compared isomer or geometry (same formula, charge and spin) (kcal per mole): 93.9
Total charge: +1
SMILES: NN[N@H+]1CC[C@@H](N)N1

---

Record 4
# C5H9F

A single C5H9F molecule at a distorted geometry (ωB97M-V with the def2-TZVPD basis set, the OMol25 dataset).

The geometry in XYZ format:
```
15
Properties=species:S:1:pos:R:3:forces:R:3
F -1.897337 -0.992371 -0.068224 -0.76 -0.09 0.84
C -0.231244 0.465935 -0.385529 0.89 -0.86 0.01
C -1.630134 0.362092 0.168916 1.01 0.21 -0.66
C 0.839148 1.465157 -0.099459 0.00 -1.52 0.83
C 1.964030 -1.067420 -0.087655 1.38 1.51 1.25
C 1.001186 0.003987 0.478410 -0.37 1.40 -3.32
H 0.619173 2.147794 0.717271 0.30 0.43 -0.53
H -1.634811 0.650683 1.236925 -0.38 -0.52 -0.36
H 2.490752 -0.771010 -1.026501 -1.19 -0.45 0.22
H 0.838154 -0.013690 1.515995 -0.29 -0.20 1.18
H 1.398767 -1.983547 -0.061187 0.23 -0.58 -0.68
H 2.881776 -1.193368 0.576736 -1.31 0.10 -0.32
H -0.218621 0.057575 -1.414201 0.14 0.27 0.63
H -2.390608 0.914964 -0.409930 0.37 0.00 0.37
H 1.433534 1.743429 -0.969187 -0.01 0.31 0.54
```
Positions in Å, forces in eV/Å.

## Properties
Energy relative to the best compared isomer or geometry (same formula, charge and spin) (kcal per mole): 25.2
SMILES: C[C@H]1C[C@@H]1CF

---

| no. | orbital gap (eV) | energy (eV) |
| --- | --- | --- |
| 1 | 8.58 | -93073.087 |
| 2 | 9.07 | -53174.373 |
| 3 | 10.48 | -10747.334 |
| 4 | 10.88 | -8046.952 |